Computed, not measured: C24H43Cl2EuN4O4SeSi as an isolated structure, with the ωB97M-V functional and the def2-TZVPD basis.

CARTESIAN COORDINATES (ANGSTROEM)
C  -1.57130  -0.42554  -3.59728
C  -1.14288  -1.69520  -2.91858
H  -0.95881  -0.18844  -4.48088
H  -1.50205  0.41012  -2.88301
H  -2.61170  -0.50226  -3.95369
C  -0.63609  -2.75208  -3.56770
C  -0.37284  -2.81500  -5.03126
H  -0.42815  -3.67748  -3.02409
H  -0.39618  -1.84386  -5.53929
H  -1.09834  -3.46221  -5.53917
H  0.61227  -3.25934  -5.21600
Eu  0.26742  0.75489  0.70446
Cl  -2.06039  2.17164  0.46592
C  -0.00841  -2.16718  2.38410
O  0.93730  -1.49927  1.90051
N  0.12539  -3.24597  3.16574
C  1.40386  -3.63746  3.72791
C  -0.99056  -4.14459  3.41769
H  -1.06976  -1.93630  2.12372
H  2.15824  -2.86116  3.56863
H  1.73618  -4.58487  3.27744
H  1.27653  -3.83634  4.80201
H  -1.91999  -3.72846  3.01193
H  -1.09311  -4.31919  4.49568
H  -0.79292  -5.11602  2.94760
H  0.58114  2.74925  5.67920
H  -1.57095  4.05136  4.83372
C  1.10703  3.40617  4.96978
C  -0.92194  4.54922  4.09203
N  0.24673  3.69960  3.83018
H  2.01838  2.92703  4.62023
C  0.48492  3.19399  2.61812
O  1.38782  2.37231  2.30689
H  -1.48419  4.69110  3.16243
H  -0.26477  3.49097  1.85409
H  1.33648  4.34782  5.48759
H  -0.58113  5.51413  4.49831
H  1.08376  -0.29514  -3.21002
H  2.03308  -2.93842  -2.97123
C  2.10412  -0.06968  -2.87142
C  2.91496  -2.40795  -2.59160
N  2.56844  -1.12877  -1.98203
H  2.12183  0.87979  -2.33263
C  2.74911  -0.90454  -0.66643
O  2.55591  0.19220  -0.10080
H  3.41008  -3.04662  -1.85506
H  3.08671  -1.80202  -0.12554
H  2.76112  -0.04400  -3.74618
H  3.57779  -2.25433  -3.45035
O  -0.30419  -0.74143  -0.96586
C  -1.22182  -1.65712  -1.38923
C  0.19930  -3.59638  -0.53188
C  -1.06117  -3.03426  -0.72008
H  1.07100  -2.97589  -0.75319
C  0.32053  -4.92620  -0.12164
H  -2.22518  -1.26315  -1.14923
C  -2.20646  -3.73423  -0.33887
H  1.31192  -5.38390  -0.07296
C  -0.83743  -5.64344  0.18824
C  -2.10029  -5.05545  0.09370
H  -3.17795  -3.24570  -0.45288
H  -0.75966  -6.68150  0.49604
H  -3.00736  -5.61683  0.33570
Si  -0.36855  5.04612  -1.75389
Cl  -0.29204  3.01946  -2.50393
C  1.40258  5.24897  -1.24564
C  -1.68000  5.47030  -0.50948
C  -0.77272  6.36095  -3.05996
H  1.83327  4.30619  -0.89121
H  1.46941  6.00932  -0.46095
H  1.98623  5.58173  -2.11325
H  -0.02229  6.44537  -3.85903
H  -0.76845  7.32628  -2.51583
H  -1.77179  6.24486  -3.50900
H  -1.70833  4.77593  0.33504
H  -2.67532  5.50912  -0.97702
H  -1.46323  6.48299  -0.13104
Se  -1.86739  1.56938  5.50053
C  -1.40584  0.90239  3.91346
N  -1.06692  0.44421  2.87171

Results
ΔE to the lowest compared entry with this formula, charge and spin = 9.7 kcal per mole
LUMO level (alpha / beta) = 0.0908 / 0.0908 Eh
Multiplicity = 8
Strongest force on any atom = 0.061 hartree/bohr
Net charge = -1
HOMO (alpha / beta) = -2.679 / -4.485 eV
Kohn-Sham gap (alpha / beta) = 5.2 / 7.0 eV

---

Computed, not measured: one molecule with the formula C7H13N3O5, with the ωB97M-V functional and the def2-TZVPD basis.

CARTESIAN COORDINATES (ANGSTROEM)
C  -0.28992  -1.57144  0.78757
C  -0.09531  -0.42530  -0.22992
C  0.75544  -1.49971  1.92466
C  2.18920  -1.94105  1.65871
C  -0.66697  1.93434  -0.71735
C  -1.53687  3.02851  -0.10318
C  -0.96679  1.82084  -2.24038
H  -1.01789  -2.94105  -0.55958
H  0.60055  -3.05814  -0.20951
H  -1.23511  -1.42176  1.25168
H  0.40334  -2.12410  2.72668
H  0.77706  -0.47269  2.33130
H  3.62840  -2.15717  0.27384
H  2.16544  -1.45711  -0.37493
H  -1.39080  0.69769  0.83910
H  0.38663  2.28726  -0.64965
H  -1.31161  2.80583  -2.59701
H  -1.78751  1.08272  -2.38614
H  0.50154  0.63327  -2.62369
H  -2.57890  3.45877  1.38739
N  -0.30776  -2.87443  0.18825
N  2.64633  -1.92537  0.38189
N  -0.80614  0.69173  0.01483
O  0.66184  -0.53976  -1.18625
O  2.87911  -2.30260  2.60161
O  -1.73622  4.09677  -0.60658
O  0.16663  1.49315  -2.99055
O  -2.03370  2.68080  1.10723

Results
ΔE to the lowest compared entry with this formula, charge and spin = 4.2 kcal per mole
LUMO level = 0.0054 Eh
Strongest force on any atom = 0.023 hartree/bohr
HOMO = -9.799 eV
Kohn-Sham gap = 9.9 eV

---

Computed, not measured: C40H45F3IN7PS2Ti as an isolated structure, with the ωB97M-V functional and the def2-TZVPD basis.

CARTESIAN COORDINATES (ANGSTROEM)
Ti  0.64469  0.68007  -1.32382
F  3.20817  5.00749  -2.65841
C  2.34797  5.42388  -1.72007
F  2.78329  6.56636  -1.21403
F  1.17113  5.63966  -2.32371
C  2.19110  4.37031  -0.64537
C  2.51621  4.61917  0.67883
C  2.34419  3.61927  1.62981
C  1.83191  2.40262  1.24209
N  1.54556  2.14955  -0.04678
C  1.72529  3.11226  -0.95771
S  1.37491  2.47211  -2.56197
H  2.90209  5.59022  0.96136
H  2.58707  3.78821  2.66910
H  1.67109  1.59428  1.93744
C  1.43960  0.70450  -5.31356
N  1.56621  -0.18792  -4.14879
C  1.10868  -1.52190  -4.55239
C  2.95605  -0.21852  -3.69377
C  3.10874  -1.12781  -2.51210
N  2.36855  -0.69956  -1.26147
C  1.82045  -1.94184  -0.65246
C  3.36851  -0.14079  -0.28445
H  0.39379  0.78674  -5.61284
H  2.00876  0.31337  -6.16364
H  1.82874  1.69625  -5.09219
H  1.78870  -1.97570  -5.28245
H  0.12688  -1.44078  -5.01520
H  1.02595  -2.19609  -3.70293
H  3.29071  0.80004  -3.46717
H  3.62622  -0.60576  -4.47393
H  4.16220  -1.22519  -2.24651
H  2.75417  -2.12447  -2.76646
H  2.63887  -2.60186  -0.35786
H  1.19614  -2.46214  -1.37438
H  1.25113  -1.69815  0.24253
H  4.15578  -0.88179  -0.14383
H  2.89293  0.03774  0.67913
H  3.79605  0.77773  -0.67902
I  -1.67120  2.82999  2.43142
C  -1.88091  1.89183  4.30251
C  -2.21144  2.80509  5.26362
C  -2.55254  2.38870  6.56520
C  -2.61081  1.05987  6.82528
C  -2.27321  0.09838  5.83821
C  -2.40989  -1.26659  6.18391
C  -2.11486  -2.24440  5.28991
C  -1.59336  -1.87615  4.03983
C  -1.42056  -0.57058  3.64838
P  -0.34401  -0.48579  2.11136
C  -1.29753  -1.65055  1.05140
C  -2.52013  -1.09334  0.64234
C  -3.44644  -1.82924  -0.07905
C  -3.16590  -3.14839  -0.42010
C  -1.95987  -3.71409  -0.03352
C  -1.03415  -2.97404  0.70074
C  1.20370  -1.15853  2.81462
C  1.79457  -0.25438  3.70745
C  2.96450  -0.57245  4.37872
C  3.57119  -1.80477  4.16919
C  2.98944  -2.71525  3.30093
C  1.81208  -2.39828  2.63097
C  -1.82705  0.48563  4.53336
H  -2.24314  3.85843  5.02320
H  -2.80471  3.12342  7.31694
H  -2.92343  0.70168  7.79778
H  -2.76542  -1.51174  7.17671
H  -2.23538  -3.28945  5.53944
H  -1.27886  -2.68050  3.38745
H  -2.78755  -0.09108  0.97018
H  -4.39268  -1.38643  -0.36290
H  -3.88980  -3.72962  -0.97640
H  -1.74144  -4.74577  -0.27909
H  -0.12727  -3.46768  1.01608
H  1.30104  0.68756  3.93667
H  3.38973  0.13099  5.08225
H  4.47760  -2.06262  4.69992
H  3.43704  -3.69035  3.15921
H  1.38060  -3.15273  1.99169
N  -1.23373  3.20196  -0.67042
N  -1.18202  1.76110  -0.56517
H  -1.97827  3.52662  -0.05598
H  -1.49465  3.44584  -1.62208
H  -2.06307  1.32952  -0.85852
H  -1.11551  1.57259  0.44760
N  -4.29572  -1.47345  -5.98218
C  -4.22309  -1.58454  -4.65501
S  -5.40732  -2.08284  -3.64781
C  -2.95536  -1.12396  -4.00838
C  -2.45475  0.16710  -4.21697
C  -1.40631  0.61405  -3.45728
N  -0.80658  -0.15993  -2.51214
C  -1.27227  -1.42071  -2.34229
C  -2.30892  -1.93218  -3.08131
H  -5.15690  -1.73066  -6.44391
H  -3.50789  -1.22822  -6.55908
H  -2.91494  0.84015  -4.92871
H  -1.02206  1.61697  -3.58817
H  -0.84473  -2.00781  -1.54079
H  -2.67232  -2.92986  -2.87827

Results
ΔE to the lowest compared entry with this formula, charge and spin = 27.5 kcal per mole
LUMO level = -0.3822 Eh
Strongest force on any atom = 0.032 hartree/bohr
Net charge = +3
HOMO = -14.725 eV
Kohn-Sham gap = 4.3 eV